{
  "formula": "C5H6N2O",
  "method": "the ωB97M-V functional and the def2-TZVPD basis",
  "elements": ["O", "N", "N", "C", "C", "C", "C", "C", "H", "H", "H", "H", "H", "H"],
  "xyz": [[1.719658, 0.871889, -0.378317], [-0.908593, 0.550205, -0.488938], [-0.836246, -0.490536, -1.412907], [1.418235, -0.550770, -0.403863], [-0.528639, 0.292509, 0.821620], [0.358393, -0.948481, -1.391290], [0.977688, 0.310354, 0.739091], [-1.707000, 1.018486, 0.552206], [-2.520757, 0.329291, 0.868192], [1.665452, 0.224043, 1.594571], [2.337770, -1.059594, -0.315028], [0.610244, -1.819664, -1.915022], [-1.851666, 2.025650, 0.557544], [-0.734540, -0.753382, 1.172142]],
  "forces_ev_per_a": [[-1.5, -0.2, 0.9], [0.5, -0.2, -2.6], [-0.6, 0.3, 0.3], [-1.0, 2.2, -0.4], [4.9, -2.6, 0.8], [0.4, -0.1, 1.7], [2.3, 0.1, 0.6], [-3.7, -2.0, 0.0], [-0.2, 1.1, -0.2], [-0.7, 0.2, 0.0], [0.5, -1.2, -0.1], [-0.1, -1.0, -1.3], [-0.4, 2.7, 0.4], [-0.2, 0.7, -0.1]],
  "nbo_charge": [-0.463, -0.269, -0.188, -0.031, -0.132, 0.030, 0.077, -0.187, 0.189, 0.194, 0.205, 0.191, 0.211, 0.171],
  "charge": 0,
  "smiles": "C1=NN2C[C@@H]2[C@@H]2O[C@H]12",
  "total_energy_ev": -10304.26706,
  "de_lowest_ev": 5.336
}

---

{
  "formula": "C4H8N4",
  "method": "the ωB97M-V functional and the def2-TZVPD basis",
  "elements": ["N", "N", "N", "N", "C", "C", "C", "C", "H", "H", "H", "H", "H", "H", "H", "H"],
  "xyz": [[-0.032564, 0.632367, 0.112102], [-2.385162, 0.060953, 0.223544], [1.138938, -0.196550, -0.315436], [2.126593, 0.033009, 0.466506], [-0.025278, 2.004086, -0.319618], [-1.173022, -0.180598, 0.106653], [0.617106, -1.574595, -0.255665], [-0.725388, -1.590118, -0.030007], [-2.668358, 1.031943, 0.257989], [-1.440322, -2.493900, -0.104771], [1.749664, 0.415761, 1.355708], [-0.708442, 2.052825, -1.310419], [-0.508179, 2.622466, 0.534127], [1.386850, -2.288285, -0.615152], [1.146057, 2.366175, -0.431968], [2.947588, 0.631914, -0.100708]],
  "forces_ev_per_a": [[0.6, -1.4, -0.3], [-2.3, 0.8, -0.1], [-5.9, -1.7, -2.7], [6.7, 2.8, 1.3], [0.0, 1.2, -0.6], [1.9, -1.2, 0.1], [-0.7, 1.2, -0.7], [1.3, -1.4, -0.7], [0.3, 0.3, 0.1], [1.4, 1.9, 0.3], [1.2, -0.1, -0.5], [1.9, 0.5, 2.0], [0.8, -0.7, -1.7], [-0.9, 0.2, 0.8], [-3.3, -0.9, 0.0], [-2.9, -1.6, 2.7]],
  "nbo_charge": [-0.356, -0.704, -0.127, -0.652, -0.438, 0.392, -0.007, -0.296, 0.339, 0.252, 0.366, 0.203, 0.215, 0.229, 0.228, 0.356],
  "charge": 0,
  "smiles": "[H]/N=c1/ccn(N)n1C",
  "total_energy_ev": -10234.02700,
  "de_lowest_ev": 4.215
}

---

{
  "formula": "C27H61FO18S",
  "method": "the ωB97M-V functional and the def2-TZVPD basis",
  "elements": ["S", "F", "O", "O", "O", "O", "O", "O", "O", "O", "O", "O", "O", "O", "O", "O", "O", "O", "O", "O", "C", "C", "C", "C", "C", "C", "C", "C", "C", "C", "C", "C", "C", "C", "C", "C", "C", "C", "C", "C", "C", "C", "C", "C", "C", "C", "C", "H", "H", "H", "H", "H", "H", "H", "H", "H", "H", "H", "H", "H", "H", "H", "H", "H", "H", "H", "H", "H", "H", "H", "H", "H", "H", "H", "H", "H", "H", "H", "H", "H", "H", "H", "H", "H", "H", "H", "H", "H", "H", "H", "H", "H", "H", "H", "H", "H", "H", "H", "H", "H", "H", "H", "H", "H", "H", "H", "H", "H"],
  "xyz": [[-1.165179, -2.002905, -3.202906], [0.105834, -1.704642, -2.409007], [-2.017829, -0.883136, -3.056733], [5.123724, 2.720394, 1.336376], [-1.863009, 0.968499, 4.940421], [-6.027651, -1.892053, -1.791244], [-3.290189, 3.954681, -2.942938], [2.664565, 4.530647, 1.437386], [2.817250, 2.718352, -0.992207], [4.510395, -4.834974, -1.467045], [-0.736603, -2.373857, -4.493286], [3.973247, -6.680936, 0.904077], [-2.717034, -2.026681, 3.925720], [-3.804736, 0.498183, 2.615215], [-2.191519, -2.581235, -0.393347], [-3.853734, -3.373034, -1.628885], [-1.743926, -3.279278, -2.504347], [-1.312298, 2.944772, -0.869605], [1.777055, -4.489471, -0.183827], [-0.411698, 4.934153, -3.152189], [4.827879, -4.629742, -0.101615], [-1.654370, 3.142005, 0.485979], [-3.684745, -2.959214, 4.349403], [1.442480, -3.166514, 0.181991], [-1.576304, 5.741920, -3.173050], [-2.626350, -3.006736, -1.411550], [-2.723612, 5.132494, -2.396496], [-4.402365, -3.279784, -2.958729], [6.379398, 3.347247, 1.465237], [3.297385, -5.472101, -1.820092], [-2.732692, -1.746645, 2.534194], [-2.669815, -0.265402, 2.242653], [4.247582, 2.895815, 2.433372], [5.120966, -5.876801, 0.702470], [-4.096421, 0.702544, 3.986615], [1.649361, 1.949203, -1.194382], [2.037245, -4.675051, -1.562481], [-2.222780, 2.149892, -1.610364], [-3.127799, 1.576663, 4.755262], [-5.839439, -2.767074, -2.881081], [2.838739, 3.246894, 2.008230], [3.226050, 4.822242, 0.167611], [-0.752038, 1.803378, 4.701030], [0.208689, 4.748006, -4.405303], [2.584562, 4.115753, -1.005702], [-2.534562, 2.756331, -2.958140], [4.163399, -8.061166, 0.689963], [-0.527600, 4.617103, -5.204347], [3.361895, -5.606810, -2.903089], [-3.025264, 2.540295, 4.243866], [-1.623502, 2.872263, -3.549420], [-6.000063, -2.230869, -3.812813], [3.227403, -6.470973, -1.385008], [4.076620, -4.010855, 0.392676], [5.913683, -6.447522, 0.207371], [6.299837, 4.310491, 1.979364], [-2.615546, -0.169718, 1.154547], [-5.959790, -0.990960, -2.112318], [3.026615, 4.524369, -1.924704], [4.850762, -8.250753, -0.140706], [-0.934046, 2.492926, 3.871387], [-1.897280, 5.945081, -4.200138], [2.105251, -3.713636, -2.083447], [-1.751714, 0.170093, 2.640934], [2.038857, -2.430477, -0.366627], [6.761337, 3.530302, 0.461115], [-3.537202, 5.862186, -2.417379], [-1.187382, 4.073153, 0.811653], [2.236765, 3.270126, 2.921231], [0.810255, 3.840959, -4.344228], [3.195704, -8.491948, 0.433421], [-4.260594, -0.246072, 4.501691], [1.512087, 4.336592, -1.022831], [7.087726, 2.707424, 2.002391], [-3.613275, -2.179928, 2.050294], [-2.735654, 3.236217, 0.623260], [1.420251, 1.859879, -2.263479], [0.376384, -2.977013, 0.016502], [4.622854, 3.669628, 3.111573], [1.654418, -3.057762, 1.245278], [-1.843689, -2.203030, 2.088978], [4.309869, 4.689512, 0.168466], [4.541630, -8.552941, 1.592366], [-4.638405, -2.815472, 3.831292], [-1.764347, 1.170125, -1.776938], [5.497479, -5.563169, 1.684931], [-3.151127, 1.993127, -1.049999], [5.751986, -4.046929, -0.120777], [2.414868, 2.467555, 1.370915], [-1.329732, 6.700534, -2.698566], [4.204981, 1.951750, 2.993010], [-0.488707, 2.377414, 5.595816], [0.793705, 2.381392, -0.676344], [-4.370982, -4.245920, -3.449288], [0.866478, 5.589061, -4.650092], [-1.280818, 2.322719, 1.106581], [-3.338832, -3.987297, 4.194407], [-3.562933, 1.767952, 5.745146], [-3.849439, -2.803944, 5.415761], [-3.829682, -2.599556, -3.572912], [1.197564, -5.237738, -1.994220], [-6.551108, -3.582001, -2.847512], [1.833688, 0.951377, -0.790080], [3.042545, 5.890617, 0.025922], [0.089534, 1.164565, 4.431547], [-2.454172, 4.996759, -1.347463], [-3.163093, 2.038510, -3.491248], [-5.054161, 1.229606, 3.985626]],
  "forces_ev_per_a": [[0.3, 0.7, -2.0], [0.2, -0.2, 0.8], [-0.4, -0.2, 0.7], [-0.1, 0.3, -0.1], [0.0, -0.1, -0.3], [-0.2, -0.1, 0.0], [-0.1, 0.0, 0.0], [-0.1, 0.1, 0.1], [-0.1, 0.0, 0.2], [0.1, 0.0, -0.1], [0.1, -0.6, 0.1], [-0.1, 0.0, -0.3], [-0.3, 0.2, 0.0], [-0.1, 0.1, -0.1], [-0.1, -0.1, -0.4], [-0.1, -0.1, -0.4], [-0.2, 0.3, 0.0], [-0.4, 0.3, 0.0], [0.3, 0.1, 0.0], [-0.2, -0.2, -0.1], [-0.1, 0.2, 0.1], [0.1, 0.1, 0.0], [0.1, 0.0, 0.0], [-0.2, -0.2, 0.1], [0.2, 0.1, 0.1], [0.2, 0.1, 1.3], [-0.1, 0.0, 0.2], [-0.2, -0.1, -0.4], [0.0, -0.1, 0.0], [0.0, -0.2, 0.0], [0.2, -0.1, 0.2], [0.2, 0.1, -0.1], [0.1, -0.2, 0.1], [0.0, -0.1, 0.2], [-0.1, -0.2, 0.1], [0.2, -0.1, 0.1], [-0.2, -0.1, 0.1], [0.2, -0.1, 0.1], [0.1, 0.0, 0.2], [0.3, 0.4, 0.0], [-0.2, -0.1, -0.1], [0.1, 0.1, 0.0], [0.0, -0.1, 0.1], [0.1, 0.0, 0.1], [0.1, 0.0, -0.2], [0.1, -0.1, -0.2], [0.0, 0.1, 0.1], [0.0, 0.0, 0.0], [0.0, 0.0, 0.0], [0.0, 0.0, -0.1], [0.1, 0.1, 0.1], [-0.2, -0.1, -0.3], [-0.1, 0.1, 0.2], [-0.1, -0.2, 0.0], [0.0, 0.0, -0.1], [0.0, 0.0, 0.0], [0.0, 0.0, 0.0], [0.0, 0.1, 0.1], [-0.1, 0.1, 0.0], [0.0, 0.0, 0.0], [0.0, 0.0, 0.0], [0.0, -0.1, 0.0], [0.0, 0.0, 0.1], [0.0, -0.1, 0.2], [0.0, 0.0, 0.0], [0.0, -0.1, 0.0], [0.0, 0.0, 0.0], [0.1, -0.1, 0.0], [0.0, 0.0, 0.0], [0.0, 0.0, 0.0], [0.0, 0.0, 0.1], [0.2, 0.0, 0.0], [0.0, -0.1, 0.0], [0.0, 0.1, 0.1], [0.0, 0.0, 0.1], [0.0, -0.1, 0.0], [-0.1, 0.0, 0.0], [0.1, 0.1, 0.0], [0.0, 0.1, 0.0], [0.0, 0.0, 0.0], [-0.1, 0.0, -0.2], [0.0, -0.2, 0.0], [0.1, -0.1, 0.0], [0.0, 0.0, 0.0], [-0.1, -0.1, 0.0], [0.1, 0.0, -0.1], [0.0, 0.1, 0.0], [0.0, 0.0, 0.0], [0.2, 0.0, -0.1], [-0.1, 0.1, -0.1], [-0.1, 0.1, 0.1], [0.0, 0.1, 0.0], [0.0, 0.0, -0.1], [0.1, -0.3, 0.1], [0.0, 0.0, -0.1], [-0.1, -0.1, 0.1], [-0.1, 0.0, 0.0], [-0.1, 0.1, -0.1], [0.1, 0.0, 0.0], [0.3, 0.2, 0.2], [0.0, 0.1, -0.2], [-0.2, -0.1, 0.4], [0.1, 0.0, -0.1], [0.0, 0.0, 0.0], [0.0, 0.0, 0.1], [0.2, -0.1, 0.0], [0.0, 0.0, 0.0], [0.0, 0.0, 0.0]],
  "mulliken_charge": [1.172, -0.041, -0.485, -0.275, -0.319, -0.491, -0.507, -0.481, -0.397, -0.456, -0.651, -0.278, -0.332, -0.436, -0.302, -0.271, -0.222, -0.096, -0.366, -0.093, -0.201, -1.129, -0.829, -0.555, -0.541, 0.501, -0.252, -0.081, -0.816, -0.428, -0.444, 0.245, -0.649, -0.528, -0.326, -0.206, -0.218, -0.406, -0.516, -0.605, 0.074, -0.482, -0.729, -0.902, -0.033, -0.344, -0.803, 0.455, 0.397, 0.310, 0.124, 0.337, 0.141, 0.008, 0.344, 0.379, 0.237, 0.294, 0.354, 0.380, 0.249, 0.377, 0.237, -0.083, 0.443, 0.235, 0.415, 0.348, 0.346, 0.191, 0.235, 0.105, -0.011, 0.297, 0.364, 0.586, 0.272, -0.004, 0.360, 0.302, 0.155, 0.124, 0.293, 0.372, 0.141, 0.376, 0.425, 0.412, -0.063, 0.363, 0.359, 0.394, -0.102, 0.362, 0.270, 0.225, 0.312, 0.389, 0.258, 0.111, 0.298, 0.300, 0.304, 0.441, 0.248, -0.015, 0.337, 0.410],
  "charge": 0,
  "smiles": "O=C(OCCO)OS(=O)(=O)F.COCCOCCOC.COCCOCCOC.COCCOCCOC.COCCOCCOC",
  "total_energy_ev": -79387.17216
}

---

{
  "formula": "C35H27GeN2O2Pt",
  "method": "the ωB97M-V functional and the def2-TZVPD basis",
  "elements": ["Pt", "Ge", "O", "O", "N", "N", "C", "C", "C", "C", "C", "C", "C", "C", "C", "C", "C", "C", "C", "C", "C", "C", "C", "C", "C", "C", "C", "C", "C", "C", "C", "C", "C", "C", "C", "C", "C", "C", "C", "C", "C", "H", "H", "H", "H", "H", "H", "H", "H", "H", "H", "H", "H", "H", "H", "H", "H", "H", "H", "H", "H", "H", "H", "H", "H", "H", "H", "H"],
  "xyz": [[0.279820, -2.138805, 0.772653], [2.640829, -1.187072, 0.619657], [-2.024315, 0.985146, -0.727215], [-0.877284, -0.257671, 0.722908], [-0.622057, -2.218018, -1.093554], [-5.438301, 7.246898, -2.735783], [-2.829978, 3.215494, -0.360425], [2.110656, 1.164638, -0.739937], [-1.849238, -2.034204, -3.574119], [-1.393777, -0.084380, -0.387100], [2.089663, -2.284935, 2.112566], [2.671728, 1.176892, 2.968752], [0.709571, -4.042396, 3.821892], [1.630738, 3.349112, 0.120936], [3.683884, -2.058127, -0.742372], [1.914102, 2.911463, 1.438653], [2.160135, 3.384651, 3.795487], [-4.877740, 4.409042, -0.771235], [-2.100845, 2.080622, 0.274172], [-0.986513, -4.282965, -4.133739], [-1.955213, -1.003226, -2.673662], [1.746842, -4.518443, 3.004962], [0.331992, -5.448743, -2.488842], [-2.809899, 5.160469, -1.778039], [2.406266, -3.670208, 2.142819], [2.312391, 1.568205, 1.657034], [1.735369, 2.505035, -0.949848], [-4.197741, 3.366743, -0.164704], [1.023299, -1.817338, 2.928883], [2.375994, 0.696039, 0.528963], [-1.122218, -3.188601, -3.241490], [-4.882874, 6.385370, -2.219282], [0.349868, -2.714884, 3.787314], [-2.140631, 4.117503, -1.165410], [1.837248, 3.802201, 2.537405], [-1.323191, -1.141853, -1.440852], [-0.276577, -5.384647, -3.766076], [-4.182278, 5.302839, -1.580953], [2.593056, 2.058850, 4.009548], [-0.503902, -3.259948, -1.966040], [0.225422, -4.414603, -1.606167], [2.028546, -5.562091, 3.050441], [0.200014, -4.723244, 4.490237], [-1.460538, -4.224550, -5.104798], [1.534772, 4.826400, 2.358204], [3.052916, 0.177514, 3.147713], [-0.432237, -2.339772, 4.433861], [2.189418, 0.507829, -1.601158], [2.884201, 1.748320, 5.004207], [3.197133, -4.054106, 1.510050], [1.352311, 4.386301, -0.026446], [-2.511835, -0.103587, -2.889686], [4.733840, -2.034732, -0.443814], [2.109092, 4.071738, 4.628767], [1.550824, 2.860119, -1.954991], [-2.283145, 5.868380, -2.402652], [0.680286, -4.473097, -0.623387], [-1.072847, 2.329068, 0.535920], [-2.327829, -1.968528, -4.543152], [-2.617624, 1.678976, 1.143398], [0.884716, -6.336422, -2.211995], [-0.176387, -6.220329, -4.444555], [0.835346, -0.754121, 3.029608], [-4.736482, 2.674582, 0.470895], [3.373380, -3.091756, -0.880109], [3.590790, -1.520521, -1.684634], [-5.940344, 4.537537, -0.620033], [-1.072617, 4.003948, -1.309652]],
  "forces_ev_per_a": [[0.1, 0.0, 0.0], [0.0, 0.0, 0.0], [0.0, 0.0, 0.0], [0.0, 0.0, 0.0], [0.0, 0.0, 0.0], [0.0, 0.0, 0.0], [0.0, 0.0, 0.0], [0.0, 0.0, 0.0], [0.0, 0.0, 0.0], [0.0, 0.0, 0.0], [0.0, 0.0, 0.0], [0.0, 0.0, 0.0], [0.0, 0.0, 0.0], [0.0, 0.0, 0.0], [0.0, 0.0, 0.0], [0.0, 0.0, 0.0], [0.0, 0.0, 0.0], [0.0, 0.0, 0.0], [0.0, 0.0, 0.0], [0.0, 0.0, 0.0], [0.0, 0.0, 0.0], [0.0, 0.0, 0.0], [0.0, 0.0, 0.0], [0.0, 0.0, 0.0], [0.0, 0.0, 0.0], [0.0, 0.0, 0.0], [0.0, 0.0, 0.0], [0.0, 0.0, 0.0], [0.0, 0.0, 0.0], [0.0, 0.0, 0.1], [0.0, 0.0, 0.0], [0.0, 0.0, 0.0], [0.0, 0.0, 0.0], [0.0, 0.0, 0.0], [0.0, 0.0, 0.0], [0.0, 0.0, 0.0], [0.0, 0.0, 0.0], [0.0, 0.0, 0.0], [0.0, 0.0, 0.0], [0.0, 0.0, 0.0], [0.0, 0.0, 0.0], [0.0, 0.0, 0.0], [0.0, 0.0, 0.0], [0.0, 0.0, 0.0], [0.0, 0.0, 0.0], [0.0, 0.0, 0.0], [0.0, 0.0, 0.0], [0.0, 0.0, 0.0], [0.0, 0.0, 0.0], [0.0, 0.0, 0.0], [0.0, 0.0, 0.0], [0.0, 0.0, 0.0], [0.0, 0.0, 0.0], [0.0, 0.0, 0.0], [0.0, 0.0, 0.0], [0.0, 0.0, 0.0], [0.0, 0.0, 0.0], [0.0, 0.0, 0.0], [0.0, 0.0, 0.0], [0.0, 0.0, 0.0], [0.0, 0.0, 0.0], [0.0, 0.0, 0.0], [0.0, 0.0, 0.0], [0.0, 0.0, 0.0], [0.0, 0.0, 0.0], [0.0, 0.0, 0.0], [0.0, 0.0, 0.0], [0.0, 0.0, 0.0]],
  "nbo_charge": [0.790, 1.661, -0.440, -0.626, -0.491, -0.232, -0.103, -0.176, -0.066, 0.805, -0.572, -0.250, -0.162, -0.124, -1.105, -0.089, -0.191, -0.151, -0.083, -0.146, -0.216, -0.178, -0.139, -0.160, -0.148, 0.028, -0.244, -0.174, -0.310, -0.525, -0.102, 0.242, -0.159, -0.143, -0.157, 0.107, -0.171, -0.134, -0.154, 0.253, -0.250, 0.251, 0.253, 0.243, 0.231, 0.207, 0.251, 0.217, 0.235, 0.231, 0.234, 0.268, 0.281, 0.241, 0.239, 0.241, 0.216, 0.215, 0.252, 0.218, 0.243, 0.250, 0.270, 0.224, 0.258, 0.269, 0.247, 0.204],
  "charge": 2,
  "multiplicity": 2,
  "total_energy_ev": -103556.53646,
  "s2": 0.76,
  "de_lowest_ev": 0.000
}